(1)
121
Properties=species:S:1:pos:R:3:forces:R:3:lowdin_charge:R:1 method="wB97M-V/def2-TZVPD" total_charge=-1 gap_ev=6.3
Pb 0.189876 -0.406691 -0.478290 -0.11 -0.78 0.40 0.942
S -1.198524 1.989309 -0.558090 -0.68 0.18 -0.23 0.808
C -2.691924 1.902709 0.457410 0.21 0.07 -0.28 -0.487
C -2.613124 2.709809 1.583410 0.06 0.18 0.19 -0.148
C -3.655424 2.808809 2.483410 0.09 0.08 0.07 -0.103
C -4.824624 2.100909 2.234310 0.05 0.11 0.16 -0.098
C -4.913224 1.303309 1.121510 -0.01 0.03 0.06 -0.154
C -3.852924 1.151809 0.209110 -0.08 0.06 0.10 -0.717
S -4.120124 0.055709 -1.085790 -0.32 -0.49 -0.45 0.607
H -1.698024 3.258709 1.750310 0.04 0.15 0.04 0.082
H -3.558224 3.433509 3.359710 0.02 0.01 0.04 0.089
H -5.660824 2.172009 2.917110 -0.06 0.01 0.04 0.097
H -5.815324 0.742609 0.914710 0.01 -0.01 0.00 0.084
C 1.405476 -0.096791 1.568010 -0.51 -0.09 0.56 -0.426
Si 0.740476 -0.727391 3.202310 0.08 -0.24 -0.31 0.658
C -0.326724 -2.317091 2.972810 0.27 0.46 0.12 -0.235
N -1.234824 -2.184491 1.852510 0.11 -0.16 0.15 -0.262
C -2.358124 -1.314691 2.117210 -0.25 0.22 -0.10 -0.210
C -3.414724 -1.908191 3.071710 0.22 0.00 0.01 -0.155
C -3.465924 -3.431791 2.921910 -0.12 -0.01 -0.09 -0.198
C -3.112624 -3.808691 1.488510 0.14 -0.04 0.21 -0.180
C -1.651724 -3.426591 1.211310 -0.10 -0.14 -0.43 -0.196
C 2.151076 -1.296791 4.375110 -0.32 0.20 -0.39 -0.225
C 3.486276 -0.999491 4.119310 -0.02 0.09 -0.11 -0.097
C 4.501576 -1.449791 4.946410 0.21 -0.01 0.04 -0.098
C 4.204676 -2.211891 6.063510 0.03 -0.02 0.03 -0.107
C 2.881876 -2.510491 6.343210 -0.02 -0.12 0.17 -0.100
C 1.876976 -2.061191 5.505310 -0.17 -0.02 0.01 -0.106
C -0.244824 0.594809 4.151710 0.30 -0.27 -0.36 -0.237
C -1.024024 0.256009 5.252510 -0.01 -0.16 -0.01 -0.105
C -1.729624 1.211009 5.959210 -0.09 -0.03 0.18 -0.087
C -1.653524 2.541609 5.587510 0.02 0.10 0.04 -0.103
C -0.877424 2.900609 4.500410 0.00 0.22 0.07 -0.111
C -0.190724 1.935209 3.786710 0.13 -0.04 -0.03 -0.103
H 2.315676 -0.658991 1.371310 0.12 -0.19 -0.13 -0.050
H 1.717876 0.938509 1.678210 0.08 0.25 -0.03 -0.034
H -0.844824 -2.595891 3.903610 0.04 -0.09 0.21 0.073
H 0.368676 -3.130991 2.755310 0.14 0.01 0.04 0.088
H -2.832724 -1.102891 1.157410 -0.02 0.12 -0.05 0.076
H -1.984224 -0.369591 2.515410 -0.10 0.09 -0.10 0.103
H -4.382224 -1.472991 2.817410 -0.05 0.06 0.01 0.107
H -3.201224 -1.630991 4.105410 -0.02 0.02 0.08 0.092
H -4.456324 -3.807391 3.182910 -0.02 -0.04 0.09 0.102
H -2.748924 -3.907491 3.594810 0.02 -0.04 0.08 0.101
H -3.778324 -3.268091 0.813610 -0.07 -0.03 -0.12 0.102
H -3.252124 -4.879691 1.318310 -0.01 0.06 -0.09 0.107
H -1.508024 -3.317391 0.128810 0.02 -0.11 -0.04 0.086
H -0.996424 -4.237591 1.542310 0.00 0.06 0.03 0.114
H 3.735876 -0.405991 3.251410 0.07 0.08 -0.13 0.087
H 5.531976 -1.210291 4.719910 0.05 0.03 -0.04 0.097
H 4.994576 -2.576291 6.708210 0.02 0.02 0.01 0.095
H 2.632876 -3.099991 7.215810 -0.01 -0.04 0.04 0.096
H 0.850076 -2.313191 5.729810 -0.12 -0.08 0.11 0.087
H -1.085624 -0.779591 5.555210 -0.06 -0.15 0.09 0.089
H -2.334324 0.921209 6.806610 -0.06 -0.04 0.07 0.098
H -2.194824 3.294309 6.143910 -0.05 0.05 0.02 0.098
H -0.815324 3.940109 4.207610 0.00 0.07 -0.06 0.104
H 0.396676 2.222609 2.926610 0.07 0.10 -0.11 0.091
C 2.962076 0.698309 -4.990390 0.03 -0.06 0.30 -0.102
C 1.932876 0.866909 -3.867890 -0.09 -0.04 0.19 -0.610
C 0.642276 0.189509 -4.366890 0.08 -0.09 0.18 -0.127
C 1.654176 2.371009 -3.743690 0.13 -0.12 0.10 -0.118
Si 2.408776 0.155909 -2.063390 0.77 0.16 -0.73 0.734
C 3.870876 1.286509 -1.331990 -0.10 -0.06 0.05 -0.622
C 4.931276 1.704609 -2.352390 -0.27 -0.10 -0.02 -0.104
C 4.618376 0.582409 -0.197290 -0.16 -0.13 -0.14 -0.113
C 3.259176 2.548109 -0.712290 -0.07 -0.18 -0.16 -0.112
C 3.071376 -1.703491 -2.312090 -0.06 0.07 0.09 -0.636
C 4.462176 -1.882391 -2.932290 -0.12 0.26 0.12 -0.098
C 3.075876 -2.387291 -0.942690 -0.02 0.22 -0.02 -0.134
C 2.089176 -2.492391 -3.183690 -0.04 0.23 0.00 -0.120
H 2.582076 1.163409 -5.902790 -0.05 0.05 -0.15 0.083
H 3.138476 -0.351391 -5.204190 0.07 -0.17 -0.09 0.059
H 3.912276 1.161909 -4.749690 0.18 0.06 -0.03 0.055
H 0.076576 0.867309 -5.009890 -0.06 0.08 -0.09 0.083
H -0.007824 -0.129991 -3.556090 -0.20 -0.10 0.02 0.019
H 0.872976 -0.694091 -4.955490 -0.04 -0.15 -0.02 0.065
H 1.167276 2.751609 -4.644890 -0.09 -0.02 -0.11 0.085
H 2.578876 2.928309 -3.624490 0.09 0.14 0.09 0.059
H 1.014576 2.598809 -2.893890 -0.15 0.12 0.13 0.053
H 5.354376 0.833509 -2.844890 0.15 -0.07 -0.15 0.065
H 5.742376 2.241009 -1.854490 0.11 0.07 0.11 0.080
H 4.520376 2.366509 -3.107590 0.01 0.10 -0.16 0.054
H 5.219976 -0.241491 -0.569790 0.09 -0.18 0.01 0.062
H 3.928776 0.207909 0.550810 -0.03 -0.09 0.20 0.039
H 5.294776 1.285009 0.295110 0.09 0.13 0.04 0.083
H 2.701076 3.127709 -1.437290 -0.13 0.18 -0.11 0.053
H 4.043176 3.188209 -0.303490 0.15 0.08 0.08 0.081
H 2.582376 2.282309 0.094610 -0.16 0.01 0.16 0.053
H 5.249776 -1.645491 -2.221590 0.16 0.10 0.05 0.063
H 4.594976 -1.260391 -3.812390 0.09 0.07 -0.16 0.056
H 4.602476 -2.921591 -3.239890 0.01 -0.15 0.02 0.079
H 3.733276 -1.883091 -0.246090 0.14 0.06 0.23 0.053
H 3.411876 -3.421791 -1.025190 0.00 -0.20 -0.06 0.085
H 2.077076 -2.395091 -0.507190 -0.13 -0.17 0.13 0.028
H 2.220276 -2.249991 -4.233890 -0.08 0.07 -0.20 0.064
H 1.055376 -2.301391 -2.907290 -0.27 -0.03 -0.01 0.038
H 2.265776 -3.565291 -3.077790 0.08 -0.13 0.06 0.084
I -3.933824 -5.167491 -5.290490 0.19 0.31 0.34 0.760
C -3.165024 -3.828991 -3.878390 -0.51 -0.49 -0.42 -0.763
C -3.848724 -3.277491 -2.816790 0.04 -0.26 -0.21 -0.170
N -2.970524 -2.490691 -2.183990 -0.09 -0.20 -0.12 -0.058
N -1.786124 -2.479991 -2.781990 0.77 0.44 0.13 0.027
C -1.874524 -3.294191 -3.815190 -0.25 -0.11 0.10 -0.224
H -4.859324 -3.404791 -2.490190 -0.23 0.05 0.10 0.112
H -3.182024 -1.798791 -1.451790 0.14 0.05 -0.02 -0.027
H -1.036524 -3.472991 -4.458690 0.20 -0.01 -0.12 0.094
Cl -3.972624 6.830809 -4.823790 -0.10 0.22 -0.12 0.639
C -3.357724 5.397209 -4.066790 0.12 -0.22 0.09 -0.684
C -3.902924 4.166009 -4.386490 -0.04 0.13 -0.03 -0.105
C -3.409724 3.026709 -3.778290 0.13 -0.03 0.13 -0.021
C -2.369324 3.105509 -2.858190 -0.05 0.22 0.08 -0.263
C -1.804624 1.848209 -2.284890 0.32 -0.05 0.36 -0.431
C -1.840324 4.352909 -2.548990 -0.06 -0.06 -0.09 -0.049
C -2.324524 5.499209 -3.151990 -0.03 0.07 -0.02 -0.107
H -4.709224 4.102809 -5.098890 -0.11 0.01 -0.09 0.101
H -3.835524 2.062709 -4.014090 -0.06 -0.11 0.01 0.117
H -0.926724 1.557209 -2.859790 0.04 -0.06 0.09 0.039
H -2.539324 1.033109 -2.288590 0.24 0.15 -0.09 -0.028
H -1.041624 4.422209 -1.824890 0.07 0.04 0.05 0.094
H -1.901124 6.462809 -2.916090 0.00 0.12 0.02 0.101

(2)
136
Properties=species:S:1:pos:R:3:forces:R:3:lowdin_charge:R:1 method="wB97M-V/def2-TZVPD" smiles="CCCOCc1ccc([C@H](C)F)c2c1C(=O)c1cc(CCCSC(=S)N(c3ccccc3)c3ccccc3)cc(NCC)c1C2=O.COP(=O)(OC)OC.COP(=O)(OC)OC.COP(=O)(OC)OC" gap_ev=6.5
C 10.555269 -3.973997 -3.077546 0.50 -0.83 -0.55 -0.135
C 11.006929 -3.489480 -4.600891 -0.45 0.13 0.43 -0.200
C 10.412186 -1.978874 -4.978126 1.32 -0.41 0.24 -0.187
O 9.496299 -2.003331 -6.149431 -0.83 0.60 2.06 -0.227
C 8.109215 -1.752658 -5.721922 0.13 -0.44 0.11 -0.171
C 7.576827 -3.114709 -4.980834 -1.28 -3.17 1.65 -0.043
C 7.757149 -4.535312 -5.790666 -1.93 -0.82 3.03 0.007
C 7.215617 -5.989773 -5.172251 -0.23 3.91 2.38 0.019
C 6.507014 -6.019383 -3.658442 1.53 3.03 -1.34 -0.041
C 5.995641 -7.472895 -3.091279 -0.07 -0.44 -0.65 -0.253
C 4.347184 -7.604140 -2.963556 -0.26 -0.10 0.08 -0.073
F 6.683358 -7.909466 -1.831378 -1.61 1.25 -2.85 -0.109
C 6.352716 -4.595527 -2.858226 0.98 0.08 -2.12 0.037
C 6.881601 -3.149308 -3.496518 0.38 -2.55 -1.67 0.021
C 6.678393 -1.783307 -2.577506 2.09 3.08 0.75 -0.194
O 7.544892 -0.770239 -2.499024 -5.03 -6.07 -0.88 -0.045
C 5.272575 -1.736026 -1.685340 -1.97 -0.04 0.84 -0.020
C 4.479855 -0.309931 -1.512710 -2.02 -3.39 2.27 0.050
C 3.079807 -0.297539 -0.614868 2.46 -3.41 -0.79 -0.116
C 2.265116 1.114206 -0.417014 -0.43 -0.25 -0.83 -0.175
C 0.858343 1.201486 -1.304694 -0.99 0.08 0.19 -0.243
C -0.202969 0.010456 -0.911909 1.33 -1.05 0.02 -0.475
S -1.869574 0.192913 -1.826337 0.64 -1.86 0.74 0.781
C -2.311376 -1.620153 -2.231705 0.45 -1.07 -0.29 -0.930
S -1.626832 -2.342221 -3.612252 -1.45 1.31 2.59 0.617
N -3.282070 -2.304673 -1.294845 2.94 -1.05 0.09 -0.157
C -2.929170 -2.113998 0.163774 -0.02 1.64 5.25 -0.177
C -4.051566 -1.347021 1.138176 3.62 -1.02 1.88 0.030
C -3.681830 -1.072064 2.739371 2.52 -1.47 -1.59 -0.046
C -2.239485 -1.514939 3.436142 -0.87 -0.89 -4.54 -0.051
C -1.136409 -2.291300 2.476004 -4.16 1.83 -0.96 -0.067
C -1.527160 -2.545314 0.897742 -1.29 1.05 1.28 -0.043
C -3.532976 -3.751600 -1.658003 -1.70 -4.58 -1.97 -0.196
C -2.613897 -5.042340 -1.237140 -2.86 -0.79 -2.06 -0.001
C -2.992173 -6.592345 -1.724650 -2.73 2.57 -1.60 -0.054
C -4.307094 -6.902108 -2.708563 1.05 4.72 1.55 -0.069
C -5.222067 -5.589754 -3.129296 2.80 0.72 2.09 -0.073
C -4.852452 -4.063959 -2.621304 2.38 -3.04 1.10 0.000
C 2.587351 -1.733185 0.008655 1.75 0.15 -1.31 0.033
C 3.326922 -3.184930 -0.174132 2.19 2.69 -2.04 -0.096
N 2.853243 -4.516596 0.365141 -0.20 2.91 -0.03 -0.063
C 2.440807 -4.452474 1.819172 -0.77 -1.33 1.36 -0.290
C 3.531126 -5.241555 2.772030 -0.44 1.01 -0.09 -0.121
C 4.749190 -3.174564 -1.048304 -1.70 3.15 0.03 0.038
C 5.657934 -4.509839 -1.343436 0.38 -2.83 3.51 -0.188
O 5.820121 -5.426091 -0.385001 -0.95 5.46 -6.19 -0.019
H 10.097790 -5.055113 -3.179829 0.76 2.20 0.39 0.072
H 9.758662 -3.269217 -2.588505 1.66 -1.32 -0.92 0.065
H 11.527141 -4.087850 -2.415241 -2.17 0.43 -1.15 0.076
H 10.627874 -4.317247 -5.366920 0.86 2.10 1.48 0.105
H 12.178647 -3.421053 -4.647885 -2.32 -0.25 0.01 0.100
H 11.341973 -1.334545 -5.279190 -1.88 -1.07 0.35 0.122
H 9.940170 -1.468762 -4.025505 0.63 -1.11 -1.97 0.123
H 8.099097 -0.787081 -5.058429 -0.29 -2.12 -0.92 0.128
H 7.460087 -1.544514 -6.673147 1.34 -0.60 1.72 0.139
H 8.259740 -4.568679 -6.870830 -1.22 0.29 2.72 0.113
H 7.353816 -7.000875 -5.778032 -0.32 2.48 1.45 0.098
H 6.308718 -8.279964 -3.908606 -0.38 1.87 1.87 0.139
H 3.977158 -7.727893 -1.843387 1.05 0.50 -2.36 0.096
H 3.776921 -6.700586 -3.492421 1.47 -1.86 1.30 0.097
H 4.017862 -8.572047 -3.534986 0.71 1.81 1.12 0.076
H 4.808515 0.726981 -1.958765 -0.35 -2.56 0.86 0.106
H 1.946100 1.319649 0.699655 0.98 -0.58 -2.20 0.126
H 2.947416 1.987967 -0.835170 -1.31 -1.88 1.14 0.117
H 0.311722 2.226752 -1.053619 1.39 -1.97 -0.50 0.112
H 1.041328 1.170295 -2.465013 -0.20 -0.01 2.33 0.123
H -0.389860 -0.072870 0.263721 0.38 0.21 -2.65 0.093
H 0.258558 -0.999119 -1.341291 -1.03 2.06 1.14 0.078
H -5.099951 -0.963078 0.725750 2.65 -1.01 0.89 0.104
H -4.435674 -0.509421 3.472657 1.74 -1.30 -2.04 0.091
H -2.025582 -1.258925 4.580127 -0.54 -0.65 -2.90 0.097
H -0.093744 -2.594134 2.960070 -2.48 0.58 -1.47 0.077
H -0.690635 -3.078855 0.234176 -2.04 1.33 1.52 0.084
H -1.655978 -4.909514 -0.578262 -2.19 -0.25 -1.39 0.066
H -2.355152 -7.536879 -1.401319 -1.31 2.47 -0.63 0.081
H -4.581904 -7.987795 -3.098580 0.72 2.64 1.03 0.085
H -6.195865 -5.704395 -3.808444 2.47 0.20 1.68 0.087
H -5.523142 -3.169600 -2.968338 1.46 -1.93 0.79 0.091
H 1.577319 -1.708858 0.644608 2.43 -0.13 -1.51 0.085
H 2.111660 -4.952253 -0.227336 0.92 0.88 0.63 0.116
H 1.410881 -5.040816 1.921133 2.07 1.35 -0.18 0.122
H 2.276695 -3.374351 2.243681 0.37 -1.92 -1.05 0.098
H 3.659931 -6.334560 2.362846 -0.01 2.28 0.92 0.085
H 4.520675 -4.598364 2.745512 -1.82 -1.69 -0.03 0.086
H 3.136494 -5.237459 3.895624 0.80 -0.14 -2.45 0.083
C -4.963912 4.875673 4.716597 -0.44 0.59 0.80 -0.124
O -4.655190 4.221349 3.503920 0.85 -1.26 -0.79 -0.214
P -3.550010 3.048425 3.530228 -0.61 -1.06 0.29 0.446
O -3.736302 2.034291 4.615771 0.36 1.41 -1.58 -0.262
O -2.144110 3.833813 3.567706 -0.58 -0.79 -0.62 -0.222
C -1.713661 4.374604 4.797552 0.34 0.38 0.67 -0.118
O -3.601408 2.451086 2.037251 0.08 0.32 2.18 -0.212
C -3.398648 3.314354 0.938252 -0.01 0.60 -0.96 -0.106
H -6.049791 4.912937 4.836826 0.24 -0.03 0.01 0.084
H -4.533003 4.367045 5.582883 -0.14 -0.02 -0.08 0.081
H -4.577518 5.896767 4.672957 -0.06 -0.03 0.03 0.090
H -2.037515 3.760172 5.641546 0.02 0.01 -0.08 0.086
H -2.106560 5.387764 4.907066 0.04 -0.02 0.07 0.085
H -0.621580 4.421088 4.796790 -0.17 -0.05 -0.11 0.091
H -3.122042 4.325701 1.248006 -0.04 -0.13 -0.03 0.088
H -4.318092 3.362884 0.348920 0.14 0.01 0.08 0.095
H -2.600367 2.905550 0.313735 -0.07 -0.03 0.10 0.079
C -8.067969 6.340972 10.010526 -0.16 -0.55 0.74 -0.117
O -7.945670 7.337044 9.017088 0.53 0.41 -1.23 -0.217
P -6.845528 7.126979 7.858026 -0.30 -0.87 -1.05 0.449
O -6.860693 5.774790 7.215429 0.11 2.07 1.00 -0.241
O -5.452974 7.530373 8.560066 -0.79 0.32 -0.96 -0.222
C -4.841761 6.592888 9.419021 0.47 -0.52 0.57 -0.115
O -7.122077 8.351662 6.851990 0.36 -1.85 0.97 -0.200
C -7.092189 9.674291 7.345851 -0.06 1.05 0.27 -0.115
H -9.122919 6.079270 10.127013 0.16 0.07 -0.09 0.095
H -7.508279 5.435936 9.760540 -0.12 0.06 -0.05 0.084
H -7.696141 6.741199 10.956781 -0.05 -0.04 -0.03 0.089
H -5.031048 5.566863 9.093173 0.01 0.08 -0.02 0.088
H -5.216714 6.731920 10.435357 0.06 -0.06 0.00 0.085
H -3.762736 6.767543 9.417285 -0.20 0.06 -0.07 0.093
H -6.774926 9.721989 8.391006 -0.03 -0.01 -0.14 0.083
H -8.090924 10.110036 7.258101 0.11 -0.10 0.02 0.094
H -6.397161 10.259750 6.738752 -0.06 -0.13 0.06 0.094
C -5.896871 5.008237 -5.592670 -0.44 0.38 -0.69 -0.118
O -5.175994 4.225362 -4.664512 0.59 -0.13 1.21 -0.217
P -4.575451 4.952563 -3.357457 -0.93 0.40 1.15 0.444
O -5.542345 5.833392 -2.628876 1.55 -1.34 -1.17 -0.247
O -3.250914 5.695432 -3.894618 -0.38 -0.89 0.79 -0.222
C -3.404148 6.909664 -4.596346 0.01 0.75 -0.45 -0.116
O -3.989437 3.733690 -2.486039 -0.97 1.76 -0.77 -0.209
C -3.039354 2.863070 -3.063537 0.56 -0.65 -0.46 -0.160
H -6.838332 4.505829 -5.829765 0.16 0.04 0.10 0.094
H -6.120121 6.006459 -5.207248 -0.05 -0.13 0.04 0.083
H -5.305873 5.102035 -6.506870 -0.07 -0.01 0.03 0.089
H -4.259323 7.481541 -4.227067 0.07 -0.06 0.02 0.088
H -3.532107 6.701231 -5.660789 0.00 0.08 0.01 0.084
H -2.498990 7.507831 -4.463352 -0.11 -0.19 0.04 0.093
H -2.724162 3.190401 -4.057916 -0.03 -0.01 0.12 0.090
H -3.473262 1.862640 -3.140415 0.04 0.25 0.01 0.054
H -2.162942 2.818495 -2.412148 -0.16 0.07 -0.08 0.047

It is found that the ΔE to the lowest compared entry with this formula, charge and spin values, taken in the order of the records, are 0.000 34.640 eV.
It is found that the HOMO level values, taken in the order of the records, are -4.22 -8.07 eV.
It is found that the LUMO values, taken in the order of the records, are 0.07709 -0.05621 Ha.